Entry 1:
{"formula": "C7H17N2", "method": "the ωB97M-V functional and the def2-TZVPD basis", "lumo_energy_ev": -3.14, "charge": 1, "de_lowest_kj_mol": 33.3, "energy_ev": -10508.2050, "smiles": "NCC[C@@H]1CCCC[NH2+]1", "largest_force_ev_per_a": 2.6, "symbols": ["H", "N", "C", "H", "H", "H", "H", "N", "H", "H", "H", "H", "C", "C", "H", "C", "H", "H", "H", "C", "C", "H", "H", "H", "C", "H"], "xyz": [[-1.247, -1.777, 0.382], [-0.544, -0.111, -1.370], [-0.681, 1.242, 0.828], [-0.091, -1.022, -1.263], [-1.280, -0.370, 2.276], [-0.422, 0.163, -2.348], [-2.597, 0.625, 1.642], [3.389, -0.594, 0.678], [-0.067, 1.914, -1.133], [3.572, -1.486, 1.126], [-2.339, -1.106, -1.833], [-3.024, -1.454, 0.517], [1.980, -0.564, 0.242], [-2.009, -0.342, -1.107], [0.123, 1.357, 1.584], [-2.039, -0.995, 0.325], [-2.585, 0.595, -1.151], [2.047, 0.980, -1.342], [-1.226, 2.203, 0.842], [1.590, 0.824, -0.343], [0.038, 0.982, -0.539], [1.942, 1.593, 0.367], [1.890, -1.312, -0.595], [3.955, -0.578, -0.167], [-1.649, 0.121, 1.355], [1.273, -0.888, 1.028]], "nbo_charge": [0.20, -0.51, -0.44, 0.44, 0.23, 0.44, 0.23, -0.81, 0.23, 0.37, 0.24, 0.26, -0.23, -0.23, 0.24, -0.41, 0.24, 0.21, 0.24, -0.42, -0.05, 0.25, 0.15, 0.36, -0.42, 0.20]}

---

Entry 2:
{"formula": "C7H17N2O3S", "method": "the ωB97M-V functional and the def2-TZVPD basis", "lumo_energy_ev": -3.81, "charge": 1, "de_lowest_kj_mol": 91.2, "energy_ev": -27483.0106, "smiles": "C/C(=C(/[C@H](C)N)S(=O)(=O)O)[C@H](C)[NH3+]", "largest_force_ev_per_a": 4.7, "symbols": ["H", "H", "H", "O", "C", "S", "C", "H", "H", "O", "H", "C", "O", "H", "C", "H", "H", "H", "C", "H", "H", "C", "N", "N", "C", "H", "H", "H", "H", "H"], "xyz": [[0.090, 3.023, -0.323], [0.036, -1.754, -0.504], [2.820, -2.428, -0.517], [2.642, 2.104, 0.773], [-1.247, 0.441, -0.656], [2.766, 0.869, 0.094], [0.439, 2.282, -1.042], [-2.605, 2.133, -0.463], [-0.706, -0.299, 1.162], [3.504, 0.771, -1.124], [1.951, -1.983, -1.885], [0.191, 0.872, -0.703], [3.530, -0.133, 1.224], [1.226, -3.440, 1.325], [1.217, -2.266, 1.294], [-1.750, 0.940, 1.295], [0.416, -2.120, 2.038], [2.264, -2.026, 1.613], [1.140, 0.110, -0.173], [3.461, 0.471, 2.017], [-2.380, -0.680, 1.078], [-2.375, 1.327, -1.194], [-1.569, 0.083, 0.830], [1.990, -2.248, -0.949], [1.063, -1.682, -0.037], [1.498, 2.486, -0.980], [-1.362, -0.489, -1.196], [-3.230, 0.801, -1.391], [-2.018, 1.931, -2.107], [-0.015, 2.488, -1.971]], "nbo_charge": [0.24, 0.17, 0.38, -0.93, -0.06, 2.32, -0.67, 0.22, 0.45, -0.88, 0.39, -0.04, -0.87, 0.27, -0.69, 0.43, 0.22, 0.26, -0.30, 0.51, 0.47, -0.63, -0.70, -0.80, 0.01, 0.26, 0.23, 0.23, 0.26, 0.23]}

---

Entry 3:
{"formula": "C7H17N5S", "method": "the ωB97M-V functional and the def2-TZVPD basis", "lumo_energy_ev": -7.87, "charge": 2, "de_lowest_kj_mol": 196.0, "energy_ev": -25802.9149, "largest_force_ev_per_a": 3.5, "symbols": ["H", "C", "N", "H", "H", "N", "H", "C", "C", "H", "C", "H", "N", "H", "H", "S", "H", "N", "H", "N", "H", "C", "C", "H", "H", "C", "H", "H", "H", "H"], "xyz": [[0.008, 0.708, 1.902], [-2.303, -0.446, -0.873], [-2.755, -0.425, 0.422], [1.366, 2.395, -2.094], [3.265, 1.246, 0.045], [-2.515, 0.178, 2.590], [-0.548, -0.334, -2.024], [0.875, 2.175, -1.058], [2.380, 0.863, 0.547], [-3.671, -0.830, 0.690], [0.724, -2.929, -1.277], [0.319, -3.944, -1.247], [-0.733, 0.566, 1.132], [-2.161, 0.689, 3.428], [2.095, 1.549, 1.295], [0.438, -2.259, 0.390], [-3.443, -0.117, 2.824], [-3.050, -0.787, -1.883], [0.087, -2.227, -1.928], [-1.035, -0.048, -1.112], [-0.203, 2.390, -1.211], [1.230, 0.786, -0.472], [-1.903, 0.035, 1.430], [-3.897, -1.231, -1.772], [1.281, 2.986, -0.399], [-0.080, 0.150, -0.071], [-2.493, -0.656, -2.731], [1.564, 0.096, -1.281], [2.496, -0.167, 1.127], [1.796, -2.973, -1.460]], "nbo_charge": [0.48, 0.71, -0.57, 0.27, 0.27, -0.71, 0.47, -0.66, -0.61, 0.47, -0.73, 0.27, -0.60, 0.46, 0.20, -0.01, 0.45, -0.67, 0.17, -0.62, 0.22, -0.32, 0.72, 0.45, 0.25, 0.45, 0.44, 0.24, 0.25, 0.25]}

---

Entry 4:
{"formula": "C7H17NO", "method": "the ωB97M-V functional and the def2-TZVPD basis", "lumo_energy_ev": 0.84, "charge": 0, "de_lowest_kj_mol": 51.6, "energy_ev": -11072.6040, "smiles": "CC[C@](C)(N)C(C)(C)O", "largest_force_ev_per_a": 0.5, "symbols": ["H", "O", "H", "C", "H", "H", "H", "H", "H", "H", "N", "C", "C", "H", "H", "H", "H", "H", "C", "H", "H", "C", "C", "H", "C", "H"], "xyz": [[-1.264, -2.642, -0.703], [-0.298, 2.340, 0.544], [2.092, 2.301, -0.299], [1.758, 1.281, -0.117], [-2.268, -0.853, 0.484], [2.207, 0.635, -0.865], [0.708, 0.032, 2.208], [-0.577, -1.167, 2.188], [-1.265, 1.760, -1.665], [0.572, -1.115, -1.359], [-1.794, -0.115, -0.022], [-0.316, -2.645, -0.168], [0.400, -1.302, -0.297], [2.112, 0.980, 0.866], [-0.506, -2.900, 0.872], [-1.930, -0.269, -1.013], [-0.996, 0.535, 2.281], [0.323, 2.444, -1.987], [-0.200, 1.554, -1.646], [1.372, -1.377, 0.191], [0.304, -3.430, -0.596], [-0.376, -0.105, 0.314], [-0.296, -0.174, 1.846], [-0.021, 2.245, 1.461], [0.223, 1.256, -0.204], [0.034, 0.731, -2.315]], "nbo_charge": [0.20, -0.72, 0.22, -0.64, 0.36, 0.21, 0.21, 0.21, 0.23, 0.20, -0.84, -0.61, -0.42, 0.20, 0.20, 0.36, 0.22, 0.22, -0.63, 0.20, 0.21, 0.11, -0.64, 0.46, 0.27, 0.20]}

---

Entry 5:
{"formula": "C7H17NO", "method": "the ωB97M-V functional and the def2-TZVPD basis", "lumo_energy_ev": 0.67, "charge": 0, "de_lowest_kj_mol": 410.3, "energy_ev": -11068.8864, "largest_force_ev_per_a": 5.8, "symbols": ["H", "C", "H", "H", "C", "H", "H", "H", "H", "H", "H", "C", "H", "C", "H", "C", "H", "H", "O", "N", "H", "C", "H", "C", "H", "H"], "xyz": [[-2.503, 1.491, 0.303], [0.681, 0.545, -0.534], [0.241, -1.983, -1.283], [2.060, -1.718, 1.579], [2.190, -0.865, 0.913], [1.821, 2.243, -0.470], [-2.868, -0.171, -0.209], [-0.209, -1.074, 2.346], [2.595, -0.017, 1.465], [1.031, 1.965, 0.928], [1.937, 0.918, -1.934], [-0.163, -1.841, -0.282], [-1.228, -0.006, -2.075], [0.269, -0.526, 0.331], [-1.253, -1.900, -0.340], [-2.548, 0.816, -0.557], [-1.010, 1.710, -1.767], [0.179, -2.671, 0.342], [1.376, 0.181, -1.657], [0.985, 1.830, -0.072], [2.817, -1.150, 0.070], [-1.231, 0.752, -1.290], [-1.461, -0.130, 1.586], [-0.379, -0.234, 1.668], [0.029, 0.656, 2.148], [-3.357, 1.178, -1.207]], "nbo_charge": [0.20, 0.52, 0.24, 0.19, -0.69, 0.37, 0.19, 0.22, 0.18, 0.38, 0.48, -0.64, 0.18, 0.06, 0.21, -0.64, 0.18, 0.22, -0.70, -0.86, 0.20, -0.50, 0.22, -0.64, 0.20, 0.21]}

---

Entry 6:
{"formula": "C7H17NO4P", "method": "the ωB97M-V functional and the def2-TZVPD basis", "lumo_energy_ev": 3.31, "charge": -1, "de_lowest_kj_mol": 116.9, "energy_ev": -26502.0099, "largest_force_ev_per_a": 3.6, "symbols": ["C", "H", "H", "C", "H", "H", "H", "H", "P", "O", "H", "C", "H", "O", "O", "H", "H", "H", "H", "N", "C", "C", "C", "H", "H", "H", "H", "H", "C", "O"], "xyz": [[1.365, 2.423, 1.450], [-0.234, 1.165, 2.133], [-2.720, 0.225, -0.911], [-2.018, 0.500, -0.064], [-4.658, 0.576, 0.485], [2.647, -2.023, -3.486], [-4.744, -0.215, 2.084], [-2.835, -1.149, 1.101], [1.802, -0.733, 0.243], [1.609, -2.095, -0.763], [3.896, -0.758, -3.703], [2.830, -0.989, -3.795], [-0.772, -1.150, 0.186], [2.071, -0.104, -2.993], [3.215, -0.173, 0.233], [-1.898, 1.606, -0.108], [1.043, 3.446, 1.748], [2.250, -1.209, 2.372], [2.360, -0.234, -2.079], [-0.777, -0.253, -0.297], [0.468, 0.555, -0.075], [0.438, 1.368, 1.265], [-2.705, -0.038, 1.246], [2.525, -0.865, -4.834], [-2.099, 0.077, 2.175], [2.433, 2.150, 1.260], [1.359, -2.832, -0.185], [-4.162, 1.538, 2.002], [-4.164, 0.548, 1.494], [1.475, -1.357, 1.815]], "nbo_charge": [-0.56, 0.19, 0.16, -0.21, 0.20, 0.16, 0.19, 0.18, 2.16, -0.99, 0.15, -0.24, 0.33, -0.72, -1.13, 0.21, 0.18, 0.50, 0.48, -0.67, -0.52, -0.24, -0.40, 0.16, 0.20, 0.21, 0.49, 0.20, -0.62, -1.04]}

---

Entry 7:
{"formula": "C7H17NO4PS", "method": "the ωB97M-V functional and the def2-TZVPD basis", "lumo_energy_ev": -3.79, "charge": 1, "energy_ev": -37329.1647, "largest_force_ev_per_a": 3.0, "symbols": ["H", "O", "H", "H", "H", "H", "C", "H", "C", "C", "O", "O", "S", "H", "C", "H", "H", "C", "H", "H", "C", "H", "H", "H", "C", "O", "H", "P", "N", "H", "H"], "xyz": [[0.674, -3.539, 3.146], [0.280, 1.215, -2.567], [2.899, -0.650, 0.778], [-1.309, -2.110, 0.329], [-0.453, -0.622, 3.727], [0.150, 0.425, -4.489], [-1.222, -1.063, 2.933], [-2.288, -0.673, 3.299], [0.600, -2.279, 1.143], [-0.087, 2.490, -2.854], [-0.622, 3.036, -1.732], [0.041, 3.048, -3.932], [3.284, -2.289, 2.979], [1.119, -0.494, -3.322], [-0.970, -0.385, 1.460], [-0.501, -4.162, 1.807], [-0.214, 5.035, -2.146], [0.863, 0.513, -3.663], [-0.201, 0.515, 1.475], [-1.846, 4.453, -2.641], [-0.118, -3.163, 2.336], [-0.189, -1.098, -0.440], [-1.466, 4.720, -0.929], [-1.989, 0.082, 1.050], [-1.056, 4.385, -1.886], [-1.304, -2.532, 2.936], [1.001, -3.004, 0.284], [2.082, -1.253, 1.799], [-0.498, -1.448, 0.493], [1.782, 1.007, -3.994], [1.559, -0.161, 2.620]], "nbo_charge": [0.27, -0.53, 0.05, 0.45, 0.22, 0.21, -0.12, 0.25, -0.39, 0.98, -0.51, -0.61, -0.49, 0.18, -0.29, 0.23, 0.20, -0.26, 0.26, 0.20, -0.12, 0.46, 0.20, 0.26, -0.26, -0.51, 0.29, 0.73, -0.54, 0.21, 0.01]}

---

Entry 8:
{"formula": "C7H17NO4S", "method": "the ωB97M-V functional and the def2-TZVPD basis", "lumo_energy_ev": -1.34, "charge": 0, "de_lowest_kj_mol": 210.6, "energy_ev": -28048.0776, "largest_force_ev_per_a": 4.5, "symbols": ["S", "C", "H", "H", "H", "H", "N", "H", "H", "C", "O", "H", "C", "H", "C", "C", "H", "O", "H", "H", "H", "H", "O", "H", "H", "O", "C", "H", "C", "H"], "xyz": [[-3.183, -3.934, -1.347], [-0.153, 2.690, -1.358], [-1.610, -2.083, 1.622], [3.269, 3.396, 0.038], [-0.240, 1.617, -1.594], [3.193, 1.803, 1.056], [-0.097, 0.140, 0.038], [0.240, -0.490, -1.845], [-1.477, -1.194, 3.029], [-0.991, -1.312, 1.995], [1.449, 2.797, 0.415], [-0.638, 0.727, 2.106], [0.314, -2.258, -0.642], [-1.309, -0.995, -1.228], [-0.267, -0.878, -1.018], [2.803, 2.823, 0.904], [0.866, -2.753, -1.484], [2.139, 2.903, -1.653], [-0.283, -3.078, -0.223], [0.996, -2.104, 0.201], [-0.253, 3.322, -2.181], [-1.986, 0.247, 0.995], [-2.215, -4.940, -1.742], [0.893, 0.095, 0.250], [2.902, 3.357, 1.867], [-3.688, -4.035, -0.022], [-0.960, 0.008, 1.240], [0.004, -1.711, 2.137], [1.256, 2.850, -0.838], [-0.976, 2.989, -0.717]], "nbo_charge": [1.65, -0.70, 0.20, 0.23, 0.26, 0.19, -0.63, 0.20, 0.21, -0.63, -0.49, 0.20, -0.65, 0.18, -0.23, -0.29, 0.22, -0.64, 0.21, 0.20, 0.22, 0.19, -0.82, 0.35, 0.20, -0.82, -0.22, 0.20, 0.80, 0.22]}

---

| no. | gap between HOMO and LUMO (eV) |
| --- | --- |
| 1 | 9.71 |
| 2 | 8.87 |
| 3 | 7.41 |
| 4 | 10.01 |
| 5 | 7.58 |
| 6 | 5.61 |
| 7 | 8.39 |
| 8 | 7.64 |